Entry 1:
C4H11N3O | ωB97M-V/def2-TZVPD

CARTESIAN COORDINATES (ANGSTROEM)
C  -0.57920  0.88397  -0.51311
C  -0.71034  -1.49779  0.48099
C  -1.97529  -2.23010  0.12463
N  -0.66711  -0.55854  -0.76125
C  0.74212  1.32100  0.08289
N  3.06329  1.43275  -0.36147
O  1.72843  1.13278  -0.81788
N  0.99532  1.74802  1.24631
H  0.05264  -0.84439  -1.42556
H  2.95860  1.64394  0.63599
H  3.29326  2.30897  -0.82933
H  0.18144  1.79321  1.84762
H  -0.71633  1.40124  -1.46567
H  -1.39567  1.14517  0.16316
H  -0.79556  -0.85402  1.35860
H  0.19903  -2.10366  0.49988
H  -1.90881  -1.20309  -0.90201
H  -1.79162  -3.20613  -0.31766
H  -2.67418  -2.31333  0.95386

The calculation puts the total energy at -10839.768 eV. The value obtained for the HOMO energy is -8.0 eV. The calculation puts the relative energy (zero: lowest compared OMol25 entry of this formula, charge and spin) at 125.5 kcal/mol. The frontier orbital gap comes out at 8.88 eV. The total charge is 0.

***

Entry 2:
C4H11N3O | ωB97M-V/def2-TZVPD

CARTESIAN COORDINATES (ANGSTROEM)
C  1.30812  -0.65840  0.36460
C  -1.16506  -1.71898  -0.11548
C  1.07103  0.74949  -1.55278
N  1.11560  0.57979  -0.10957
C  -0.55376  0.84022  0.72197
N  -0.18841  1.30891  1.94960
O  -0.35872  -1.04820  0.83185
N  -1.55812  1.23453  0.07775
H  -0.87994  1.92765  2.34786
H  0.75828  1.65093  1.99290
H  -1.88495  0.64049  -0.67241
H  1.69005  -0.74217  1.37805
H  1.61763  -1.46401  -0.30876
H  -0.93762  -2.78694  -0.08908
H  -2.21941  -1.59679  0.14765
H  -1.00292  -1.35182  -1.13793
H  1.99920  1.21375  -1.89992
H  0.94731  -0.19046  -2.10740
H  0.24170  1.41201  -1.81892

The calculation puts the total energy at -10840.520 eV. The value obtained for the HOMO energy is -8.5 eV. The calculation puts the relative energy (zero: lowest compared OMol25 entry of this formula, charge and spin) at 108.2 kcal/mol. The frontier orbital gap comes out at 9.50 eV. The total charge is 0.

***

Entry 3:
C4H11N3O | ωB97M-V/def2-TZVPD

CARTESIAN COORDINATES (ANGSTROEM)
C  -1.15518  0.99295  0.47338
C  -0.15665  -0.15193  0.61648
C  1.37563  -2.29517  -0.80141
N  1.18507  -0.02233  0.43376
C  0.81147  -0.91091  -1.04372
N  -1.30396  1.69966  1.74248
N  -0.66734  1.93942  -0.50452
O  0.92090  -0.24932  -2.06814
H  1.37442  0.89828  0.03722
H  -2.13605  0.55265  0.24064
H  -1.73305  1.12744  2.45982
H  -0.45416  1.50894  -1.39943
H  -0.40854  2.04636  2.06998
H  -1.32207  2.70150  -0.62184
H  -0.48852  -0.95795  1.27371
H  -0.41085  -1.01825  -0.64086
H  1.10655  -2.67287  0.18277
H  2.46071  -2.22352  -0.87374
H  1.00162  -2.96495  -1.57657

The calculation puts the total energy at -10841.131 eV. The value obtained for the HOMO energy is -8.8 eV. The calculation puts the relative energy (zero: lowest compared OMol25 entry of this formula, charge and spin) at 94.1 kcal/mol. The frontier orbital gap comes out at 9.22 eV. The total charge is 0.

***

Entry 4:
C4H11N3O | ωB97M-V/def2-TZVPD

CARTESIAN COORDINATES (ANGSTROEM)
C  0.94384  2.29636  1.53845
N  1.63808  0.98632  1.47814
C  0.80596  -0.21967  1.81957
C  -0.46630  -0.28841  0.86538
N  -0.22474  -1.06733  -0.35762
C  -0.73176  -0.90301  -1.66255
N  -1.72777  0.17086  -1.78442
O  -0.20791  -1.55107  -2.53480
H  0.42388  2.47156  0.63871
H  0.03910  2.36242  2.17885
H  1.37072  3.23322  1.82265
H  2.52555  0.93584  1.90236
H  0.61133  -0.35512  2.91240
H  1.41324  -1.11624  1.80798
H  -1.26260  -0.88450  1.40013
H  -0.91553  0.65972  0.89951
H  0.32770  -1.93038  -0.25386
H  -1.88974  0.48542  -2.74625
H  -2.08983  0.60595  -1.00190

As for the structure (SMILES): CNCCNC(N)=O. The calculation puts the total energy at -10843.018 eV. The value obtained for the HOMO energy is -8.9 eV. The calculation puts the relative energy (zero: lowest compared OMol25 entry of this formula, charge and spin) at 50.6 kcal/mol. The frontier orbital gap comes out at 9.68 eV. The total charge is 0.

***

Entry 5:
C4H11N3O | ωB97M-V/def2-TZVPD

CARTESIAN COORDINATES (ANGSTROEM)
C  -2.19758  -0.82430  -2.18273
C  -1.02014  -0.50775  -1.29400
N  -0.51621  0.83388  -1.26650
N  -1.30700  0.45641  -0.17032
N  -0.87409  0.04297  1.08660
H  -2.83621  -1.58014  -1.73067
H  -1.84338  -1.18749  -3.14511
H  -2.78832  0.07550  -2.32864
H  -0.28826  -1.32054  -1.29490
H  0.49270  0.84829  -1.11829
H  -0.23847  -0.75997  1.05490
H  -1.65122  -0.13874  1.70939
C  2.09714  0.53622  2.17170
C  2.19999  0.59138  0.68484
O  2.27147  -0.34210  -0.07916
H  2.21393  -0.48029  2.54388
H  1.11330  0.92916  2.43513
H  2.81831  1.20207  2.63977
H  2.35403  1.62542  0.28409

As for the structure (SMILES): C[C@H]1NN1N.CC=O. The calculation puts the total energy at -10840.401 eV. The value obtained for the HOMO energy is -8.4 eV. The calculation puts the relative energy (zero: lowest compared OMol25 entry of this formula, charge and spin) at 110.9 kcal/mol. The frontier orbital gap comes out at 9.44 eV. The total charge is 0.

***

Entry 6:
C4H11N3O | ωB97M-V/def2-TZVPD

CARTESIAN COORDINATES (ANGSTROEM)
C  -1.06336  -1.10095  -0.35414
C  0.05233  -0.29254  0.30521
C  -0.93924  -2.58611  -0.04448
N  -0.07037  1.13063  -0.03611
C  1.13862  1.98886  0.30764
N  0.49784  2.86691  1.07802
O  -1.07815  -0.84524  -1.76335
N  2.28321  1.62647  -0.12293
H  -0.29797  -1.25567  -2.15726
H  -0.29855  1.21533  -1.02756
H  -2.03032  -0.73021  -0.00372
H  -0.55153  1.98888  0.71785
H  1.00837  3.64017  1.48453
H  3.01563  2.26522  0.17521
H  0.02247  -0.39294  1.39147
H  1.03121  -0.63729  -0.04633
H  -1.00918  -2.76786  1.02947
H  0.02321  -2.97316  -0.39060
H  -1.73420  -3.14051  -0.54290

The calculation puts the total energy at -10842.494 eV. The value obtained for the HOMO energy is -8.4 eV. The calculation puts the relative energy (zero: lowest compared OMol25 entry of this formula, charge and spin) at 62.7 kcal/mol. The frontier orbital gap comes out at 9.18 eV. The total charge is 0.

***

Entry 7:
C4H11N3O | ωB97M-V/def2-TZVPD

CARTESIAN COORDINATES (ANGSTROEM)
C  0.46970  -0.13482  -2.00591
C  -0.28409  0.62141  -0.87961
N  -0.96382  1.84747  -1.25880
C  0.72155  0.89073  0.29898
O  1.59247  1.76784  0.36917
N  0.75476  -0.04771  1.33974
C  -0.50909  -0.75617  1.81101
N  -0.47469  -2.19732  1.61126
H  0.95088  -0.92105  -1.60130
H  -0.21524  -0.54031  -2.66563
H  1.14652  0.50801  -2.64918
H  -1.08187  -0.01483  -0.49995
H  -0.51480  2.24820  -2.06736
H  -0.72659  2.54472  -0.47511
H  1.54605  0.26354  2.08778
H  -0.48960  -0.55941  2.85275
H  -1.46720  -0.37873  1.36638
H  0.50524  -2.62596  1.62214
H  -0.96017  -2.51562  0.74363

As for the structure (SMILES): C[C@H](N)C(=O)NCN. The calculation puts the total energy at -10843.345 eV. The value obtained for the HOMO energy is -9.3 eV. The calculation puts the relative energy (zero: lowest compared OMol25 entry of this formula, charge and spin) at 43.0 kcal/mol. The frontier orbital gap comes out at 10.18 eV. The total charge is 0.

***

Entry 8:
C4H11N3O | ωB97M-V/def2-TZVPD

CARTESIAN COORDINATES (ANGSTROEM)
H  0.12229  1.78349  -1.23484
N  0.92814  1.63453  -0.63424
C  0.84350  0.60146  0.11119
C  1.94036  0.29648  1.08990
O  -0.57607  0.26129  0.89701
C  -1.69275  1.10024  0.69314
H  2.80608  -0.08428  0.53804
H  1.61389  -0.45501  1.81003
H  2.25465  1.21238  1.58938
H  -2.24339  1.21208  1.63285
H  -2.37249  0.67128  -0.05467
H  -1.39757  2.08918  0.32006
H  -1.38029  -0.75391  -2.20098
N  -1.70806  -1.39001  -1.47482
C  -0.81669  -1.61864  -0.59551
N  0.57800  -1.25404  -0.75178
H  -0.99144  -2.30428  0.23453
H  0.89073  -1.11165  -1.70809
H  1.20109  -1.89059  -0.26120

As for the structure (SMILES): [H]/N=C(/C)OC.[H]/N=C\N. The calculation puts the total energy at -10841.472 eV. The value obtained for the HOMO energy is -9.2 eV. The calculation puts the relative energy (zero: lowest compared OMol25 entry of this formula, charge and spin) at 86.2 kcal/mol. The frontier orbital gap comes out at 10.00 eV. The total charge is 0.

***

Entry 9:
C4H11N3O | ωB97M-V/def2-TZVPD

CARTESIAN COORDINATES (ANGSTROEM)
C  -0.29475  -0.91985  -2.03745
C  -1.55655  0.85200  -0.18584
C  -0.13575  0.65955  0.14586
C  1.40140  0.26696  2.04233
N  -1.55459  -0.95273  -1.86522
N  0.64770  -1.32348  -2.87911
N  0.27457  -0.21827  1.20356
O  -2.22379  -0.27402  -0.84146
H  -2.12280  0.83695  0.78790
H  -1.78449  1.80556  -0.64429
H  0.48205  1.61029  0.18809
H  1.15816  1.12699  2.70848
H  1.94078  -0.55104  2.60742
H  2.24628  0.73454  1.42506
H  -2.28804  -1.24707  -2.52946
H  1.60309  -0.87109  -2.60872
H  0.60455  -2.30484  -3.13194
H  -0.43207  -0.46650  1.80764
H  0.47094  -1.15409  0.82365

The calculation puts the total energy at -10820.502 eV. The value obtained for the HOMO energy (spin up / spin down) is -18.6 / -18.6 eV. The calculation puts the relative energy (zero: lowest compared OMol25 entry of this formula, charge and spin) at 130.9 kcal/mol. The frontier orbital gap (spin up / spin down) comes out at 8.68 / 8.20 eV. The total charge is +2.

***

Entry 10:
C4H11N3O2 | ωB97M-V/def2-TZVPD

CARTESIAN COORDINATES (ANGSTROEM)
C  1.02360  2.34987  0.12044
C  0.38898  -0.75796  1.37398
C  0.92153  -1.09250  -0.98950
C  0.44740  1.20167  -0.13772
N  -2.35217  0.31057  -0.99050
N  -2.16300  -0.61521  -0.05812
N  0.94344  -0.05223  0.15868
O  -2.17644  -0.15977  1.08237
O  -1.91465  -1.82710  -0.21001
H  2.03937  2.56638  0.52479
H  -0.58463  1.36940  -0.53741
H  0.49082  3.29417  0.07757
H  -0.48549  -1.37120  1.19101
H  1.23595  -1.27480  1.88724
H  -0.10545  -0.02144  1.92783
H  1.24755  -0.47126  -1.93437
H  1.48547  -2.00798  -0.60881
H  -0.10801  -1.23692  -1.16995
H  -2.28413  -0.12177  -1.94960
H  1.94986  -0.08190  0.24208

The calculation puts the total energy at -12884.668 eV. The value obtained for the HOMO energy is -8.2 eV. The calculation puts the relative energy (zero: lowest compared OMol25 entry of this formula, charge and spin) at 188.2 kcal/mol. The frontier orbital gap comes out at 8.29 eV. The total charge is 0.

***

Entry 11:
C4H11N3O2 | ωB97M-V/def2-TZVPD

CARTESIAN COORDINATES (ANGSTROEM)
H  -2.21008  0.61917  -1.72712
N  -1.58654  0.51425  -0.93371
C  -1.43620  1.51528  -0.18863
N  -2.30687  2.64511  -0.23540
N  -0.53229  1.43546  0.93185
C  -0.87838  0.37294  1.85526
H  -1.78100  3.39268  0.20928
H  -3.08716  2.48674  0.39635
H  0.38071  1.28890  0.51444
H  -1.75062  0.61750  2.44539
H  0.04981  0.20082  2.40171
H  -1.07118  -0.58464  1.35891
C  2.03873  -2.96428  -0.41629
C  1.61661  -1.52748  -0.29404
O  1.95768  -0.70079  0.50213
O  0.84928  -1.20342  -1.36980
H  1.33015  -3.67798  0.00015
H  3.02150  -3.09491  0.01792
H  2.01639  -3.14657  -1.48391
H  0.08024  -0.63053  -1.21088

As for the structure (SMILES): [H]/N=C(\N)NC.CC(=O)O. The calculation puts the total energy at -12891.571 eV. The value obtained for the HOMO energy is -9.5 eV. The calculation puts the relative energy (zero: lowest compared OMol25 entry of this formula, charge and spin) at 29.0 kcal/mol. The frontier orbital gap comes out at 10.40 eV. The total charge is 0.

***

Entry 12:
C4H11N3O2 | ωB97M-V/def2-TZVPD

CARTESIAN COORDINATES (ANGSTROEM)
C  -1.60007  1.47528  0.72612
C  -0.57013  1.08022  -0.31054
O  -1.16629  0.90673  -1.58868
O  0.54470  1.74142  -0.31697
H  -0.96724  1.70582  -2.09750
H  -1.15137  1.36526  1.71262
H  -1.91102  2.51256  0.58339
H  -2.47103  0.82210  0.64429
C  -0.38730  -1.72760  -0.76361
N  1.56169  -0.11817  -0.27184
C  0.16018  -0.64781  0.16074
N  2.62419  -0.41602  0.53382
N  0.17889  -0.86222  1.47145
H  1.76676  -0.07260  -1.26818
H  2.24799  -0.59576  1.47595
H  3.30308  0.34129  0.52855
H  -0.53388  -1.54034  1.73296
H  0.08251  -2.68724  -0.54073
H  -1.46350  -1.81895  -0.60003
H  -0.24816  -1.46397  -1.81180

The calculation puts the total energy at -12886.735 eV. The value obtained for the HOMO energy (spin up / spin down) is -8.6 / -7.2 eV. The calculation puts the relative energy (zero: lowest compared OMol25 entry of this formula, charge and spin) at 140.6 kcal/mol. The frontier orbital gap (spin up / spin down) comes out at 8.12 / 6.45 eV. The total charge is 0.

***

> The highest relative energy (zero: lowest compared OMol25 entry of this formula, charge and spin) belongs to which entry?

number 10